Computed, not measured: the molecule C5H12O2S at a distorted geometry, with the ωB97M-V functional and the def2-TZVPD basis.

- LUMO energy (eV) = 0.735
- SMILES = CC(C)C(O)(O)CS
- relative energy (zero: lowest compared OMol25 entry of this formula, charge and spin) (kcal per mole) = 45.7
- orbital gap (eV) = 9.655

Each line ends with the Mulliken charge.
Positions of all 20 atoms, in Å:
C  -1.85014  0.27775  -0.26653  -1.5454
C  -0.59105  0.29922  0.83380  0.3633
C  -0.27623  1.75572  1.16435  -1.7353
C  0.61375  -0.18435  -0.08960  0.5412
O  1.84707  0.14070  0.39159  -0.6499
O  0.43812  0.43145  -1.36594  -0.5331
C  0.62383  -1.76279  -0.16714  -0.8524
S  0.79240  -2.30152  -1.85345  -0.2311
H  -2.73208  0.45328  0.24358  0.4975
H  -1.88328  -0.68641  -0.67247  0.4290
H  -1.64552  1.00676  -0.95837  0.4157
H  -0.82636  -0.41322  1.52693  0.6160
H  0.29157  2.22881  0.24613  0.4099
H  -1.17521  2.33434  1.10704  0.4486
H  0.15921  1.91485  2.17329  0.2411
H  1.75294  1.09681  0.82745  0.4309
H  1.27809  0.39443  -1.88171  0.3527
H  -0.35345  -2.11014  0.18547  0.2689
H  1.59005  -1.99233  0.38454  0.4162
H  1.94628  -2.88336  -1.82896  0.1163